Density functional theory data (wB97M-V/def2-TZVPD) for C4H9NO in the gas phase.

Geometry as ORCA input:
```
! wB97M-V def2-TZVPD RIJCOSX def2/J DEFGRID3
* xyz 0 1
C 2.143 0.456 0.627
C 1.431 -0.175 -0.565
N -0.024 -0.047 -0.542
C -0.620 -0.469 0.488
O -1.951 -0.436 0.645
C -2.684 0.069 -0.466
H 1.887 -0.036 1.570
H 3.226 0.381 0.499
H 1.875 1.512 0.713
H 1.711 -1.234 -0.646
H 1.786 0.309 -1.481
H -0.156 -0.910 1.376
H -3.736 0.004 -0.184
H -2.485 -0.530 -1.359
H -2.404 1.105 -0.675
*
```

## Properties
E_LUMO in Ha: 0.0400
Calculated total energy in Eh: -287.77667
SMILES: CC/N=C/OC
Relative energy (zero: lowest compared OMol25 entry of this formula, charge and spin) in kJ/mol: 146.5
Strongest force on any atom in eV/A: 0.5
Kohn-Sham gap in eV: 10.759

Results of the natural (NBO) charge analysis, in e, for atoms 1 through 5: C -0.621; C -0.236; N -0.512; C 0.409; O -0.497

***

Density functional theory data (wB97M-V/def2-TZVPD) for 2 unconnected molecules or ions with the total composition C4H9NO at a distorted geometry.

Geometry as ORCA input:
```
! wB97M-V def2-TZVPD RIJCOSX def2/J DEFGRID3
* xyz 0 1
C -0.570 -2.123 1.815
C -0.513 -2.122 0.287
N -0.468 -2.095 -0.918
H -0.736 -1.069 2.183
H -1.396 -2.822 2.213
H 0.533 -2.519 2.231
C 1.172 1.627 -1.167
C -0.125 1.680 -0.384
O -1.060 0.744 -0.856
H 0.958 1.867 -2.222
H 1.540 0.663 -1.398
H 2.080 2.239 -0.845
H -0.587 2.730 -0.556
H -0.097 1.287 0.552
H -0.730 -0.086 -0.937
*
```

## Properties
E_LUMO in Ha: 0.0206
Calculated total energy in Eh: -287.72053
SMILES: CC#N.CCO
Relative energy (zero: lowest compared OMol25 entry of this formula, charge and spin) in kJ/mol: 293.9
Strongest force on any atom in eV/A: 6.1
Kohn-Sham gap in eV: 10.427

Results of the natural (NBO) charge analysis, in e, for atoms 1 through 5: C -0.731; C 0.306; N -0.367; H 0.266; H 0.269

***

Density functional theory data (wB97M-V/def2-TZVPD) for C4H9NO in the gas phase.

Geometry as ORCA input:
```
! wB97M-V def2-TZVPD RIJCOSX def2/J DEFGRID3
* xyz 0 1
C 0.591 1.839 0.862
C 1.080 0.989 -0.308
N 0.570 -0.371 -0.255
C -0.670 -0.733 -0.697
C -1.094 -2.123 -0.249
O -1.381 -0.011 -1.374
H 1.079 2.820 0.871
H 0.811 1.344 1.816
H -0.490 1.990 0.794
H 0.772 1.429 -1.260
H 2.174 0.930 -0.310
H 1.011 -0.998 0.398
H -0.279 -2.697 0.204
H -1.492 -2.681 -1.098
H -1.895 -2.019 0.490
*
```

## Properties
E_LUMO in Ha: 0.0334
Calculated total energy in Eh: -287.82475
SMILES: CCNC(C)=O
Relative energy (zero: lowest compared OMol25 entry of this formula, charge and spin) in kJ/mol: 20.2
Strongest force on any atom in eV/A: 0.4
Kohn-Sham gap in eV: 10.514

Results of the natural (NBO) charge analysis, in e, for atoms 1 through 5: C -0.618; C -0.223; N -0.616; C 0.676; C -0.707

***

Density functional theory data (wB97M-V/def2-TZVPD) for C4H9NO in the gas phase.

Geometry as ORCA input:
```
! wB97M-V def2-TZVPD RIJCOSX def2/J DEFGRID3
* xyz 0 1
C -1.567 0.735 0.313
C -0.811 -0.085 -0.700
N 0.451 0.386 -1.276
C 0.458 -0.793 -0.412
C 1.292 -0.604 0.847
O 1.342 0.737 1.271
H -2.388 0.119 0.694
H -0.923 1.013 1.150
H -1.997 1.639 -0.130
H -1.456 -0.613 -1.405
H 0.531 0.168 -2.264
H 0.525 -1.789 -0.851
H 2.310 -0.977 0.641
H 0.885 -1.201 1.671
H 1.347 1.264 0.453
*
```

## Properties
E_LUMO in Ha: 0.0368
Calculated total energy in Eh: -287.76078
SMILES: C[C@H]1N[C@H]1CO
Relative energy (zero: lowest compared OMol25 entry of this formula, charge and spin) in kJ/mol: 188.2
Strongest force on any atom in eV/A: 0.3
Kohn-Sham gap in eV: 10.668

Results of the natural (NBO) charge analysis, in e, for atoms 1 through 5: C -0.636; C -0.069; N -0.632; C -0.111; C -0.070

***

Density functional theory data (wB97M-V/def2-TZVPD) for 2 unconnected molecules or ions with the total composition C4H9NO at a distorted geometry.

Geometry as ORCA input:
```
! wB97M-V def2-TZVPD RIJCOSX def2/J DEFGRID3
* xyz 0 1
C -1.772 -1.334 1.272
C -1.675 -0.090 1.748
O -1.310 0.993 0.998
H -2.359 -2.024 1.854
H -1.271 -1.699 0.384
H -2.030 0.110 2.747
H -0.661 0.662 0.346
C 0.383 0.753 -1.935
N 0.962 1.001 -0.841
C 2.105 0.176 -0.507
H -0.411 1.446 -2.213
H 0.739 0.048 -2.690
H 3.018 0.776 -0.522
H 2.068 -0.139 0.538
H 2.215 -0.680 -1.179
*
```

## Properties
E_LUMO in Ha: 0.0356
Calculated total energy in Eh: -287.72692
SMILES: C=CO.C=NC
Relative energy (zero: lowest compared OMol25 entry of this formula, charge and spin) in kJ/mol: 277.1
Strongest force on any atom in eV/A: 1.5
Kohn-Sham gap in eV: 9.712

Results of the natural (NBO) charge analysis, in e, for atoms 1 through 5: C -0.548; C 0.159; O -0.692; H 0.206; H 0.192

***

Density functional theory data (wB97M-V/def2-TZVPD) for C4H9NO in the gas phase at a distorted geometry.

Geometry as ORCA input:
```
! wB97M-V def2-TZVPD RIJCOSX def2/J DEFGRID3
* xyz 0 1
C -2.210 0.620 -0.169
C -1.022 -0.319 -0.075
N 0.048 0.110 0.840
C 1.120 -0.719 0.452
C 2.322 -0.027 -0.137
O 1.033 -1.924 0.532
H -2.939 0.190 -0.862
H -1.943 1.618 -0.539
H -2.701 0.739 0.803
H -1.333 -1.308 0.258
H -0.498 -0.501 -1.044
H 0.254 1.099 0.719
H 2.050 0.800 -0.805
H 2.929 -0.752 -0.679
H 2.889 0.375 0.705
*
```

## Properties
E_LUMO in Ha: 0.0329
Calculated total energy in Eh: -287.79831
SMILES: CCNC(C)=O
Relative energy (zero: lowest compared OMol25 entry of this formula, charge and spin) in kJ/mol: 89.6
Strongest force on any atom in eV/A: 1.1
Kohn-Sham gap in eV: 10.516

Results of the natural (NBO) charge analysis, in e, for atoms 1 through 5: C -0.621; C -0.215; N -0.647; C 0.699; C -0.729